1.
Entry from OMol25: a structure of composition C49H45N11O4Y at a distorted geometry (the ωB97M-V functional and the def2-TZVPD basis).

Properties
Highest occupied orbital energy in hartree: -0.1411
E_tot in Eh: -2836.0878
M in Da: 940.88

ORCA input file:
```
! wB97M-V def2-TZVPD RIJCOSX def2/J DEFGRID3
* xyz -1 1
H -0.2220 -4.8673 -5.6332
N -0.5548 0.8393 -2.8132
H -1.1073 -2.6518 4.0894
C -0.2216 -3.9425 -5.0674
H -0.1693 -4.5121 -0.1193
H -1.9007 -0.4557 4.7281
C 0.7504 -2.3384 -1.8056
O 0.0060 2.0347 1.8013
C 0.2672 -2.7083 -3.0817
H 0.1935 -2.7760 2.8992
C -3.7362 0.0606 -3.7329
C 4.2874 -5.0624 2.8897
H 0.2480 -1.0137 5.3123
C -1.7345 -2.4631 2.0083
C -0.7215 -2.7567 -5.6785
N -0.3887 -0.8295 3.2983
N 2.4450 3.2375 0.1416
N 2.5519 1.0457 1.1389
H 0.6938 -4.8194 -3.3344
C -0.9890 2.7414 1.7778
H -2.2735 -1.5370 1.8108
C 4.4705 2.9400 4.9006
C 1.5664 4.3613 -4.8756
C -0.7305 -2.2449 3.1365
C 0.4494 1.7644 -2.3902
H 1.5009 4.6903 -5.9064
C -3.3725 3.1801 1.6614
C 3.2898 -3.0992 1.9994
C 3.5809 1.6825 3.0932
N 2.0664 -1.6284 0.7398
C -3.9229 0.6314 0.6705
H -0.8982 3.7911 2.1071
H -0.1077 -4.4956 1.6379
N -1.0836 -2.8452 0.7626
C 2.7177 2.4455 1.1110
H 4.9079 2.9981 5.8900
C 0.9996 2.8258 -3.1308
C 3.1096 0.5651 2.2582
C 2.9693 -5.2010 0.8479
C 2.3729 5.1019 -3.9590
Y 0.6692 0.0857 0.4054
C -0.7452 -1.5678 -4.9980
H -3.1776 4.1728 2.0505
C 3.3481 2.8481 2.3745
H -2.1218 3.1026 -4.2993
N 0.9137 1.7892 -1.1302
C 0.2804 -3.9275 -3.7919
H 4.4917 -3.1041 3.7845
N 0.4532 -0.9970 -1.5969
N 3.3104 -0.7113 2.5879
C 3.6731 4.0880 2.9098
C 4.0687 -3.6977 2.9821
C 4.1425 1.7054 4.3618
H -1.2710 0.9758 3.8865
H -4.1590 -0.4220 -2.8458
C -4.9442 1.5011 0.9385
H -1.7917 1.5815 -5.1182
H -4.1221 -0.3548 0.2697
N 1.4234 -3.1871 -0.9881
C 0.8857 3.2430 -4.4783
H 3.1327 5.2623 -1.9625
H 4.8872 -5.5653 3.6377
C -1.9369 -2.5642 -0.3801
H -2.9069 -3.0859 -0.3025
H -2.2301 0.3494 -1.6438
C -0.2744 -1.5412 -3.6673
N -5.7632 3.7114 1.7114
C -1.9198 1.1481 -2.3188
H -2.4888 -3.2108 2.3112
C 0.6412 -0.6944 4.3333
C 2.7447 -3.8320 0.9496
C -2.5583 0.9994 0.8731
H -3.7708 1.9887 -2.8388
C -2.5599 2.1396 -4.5779
C -2.3202 2.3078 1.4021
H -1.4416 -2.8914 -1.2961
H -1.0793 -2.7966 -6.7006
H 3.9309 -6.8695 1.7753
O -5.4880 4.8263 2.1160
O -6.9002 3.3155 1.5256
H -1.1002 -0.6644 -5.4794
C -1.5493 -0.0699 3.7578
C -0.7328 -4.2583 0.7774
H 0.2828 2.6787 -5.1799
H 3.4869 4.9933 2.3451
H -2.3740 -0.1159 3.0535
H -1.8285 2.0538 -1.7147
H 2.8937 5.9856 -4.3108
H -4.5538 0.2423 -4.4377
C 4.2376 4.1185 4.1770
C 3.7411 -5.8037 1.8271
C 1.7639 2.8699 -0.9920
H 0.9574 0.3484 4.4113
C -4.6640 2.7845 1.4310
H 4.5019 5.0702 4.6220
C 1.9902 -2.8926 0.1264
H 2.5475 -5.7684 0.0258
H 4.3186 0.7844 4.9045
C 2.5077 4.7103 -2.6555
H -3.0520 -0.6518 -4.1934
C -3.0320 1.3645 -3.3555
H -5.9753 1.2228 0.7682
C 2.8799 -1.7026 1.8019
O -1.6151 0.2077 0.5604
C -0.1528 -0.5205 -2.6907
H -3.3952 2.3269 -5.2584
H 1.5130 -1.2968 4.0948
C 1.8165 3.5541 -2.2234
H -2.1111 -1.4907 -0.4539
H -1.6382 -4.8899 0.8264
*
```



2.
Entry from OMol25: a structure of composition C29H33N2NaO2SSe4Si at a distorted geometry (the ωB97M-V functional and the def2-TZVPD basis).

Properties
Highest occupied orbital energy (spin up / spin down) in hartree: -0.0612 / -0.0325
E_tot in Eh: -11840.6153
Energy above the lowest of the compared OMol25 structures with the same formula, charge and spin in kJ/mol: 18.0
M in Da: 840.58

ORCA input file:
```
! wB97M-V def2-TZVPD RIJCOSX def2/J DEFGRID3
* xyz -2 1
C 5.1257 11.0065 8.3085
H 10.7393 12.3685 7.5838
H 14.2483 9.3757 19.6932
H 6.3028 10.5434 6.3239
C 12.3992 9.4761 17.2059
H 16.2431 8.6051 16.3479
C 13.3303 13.6067 9.5735
C 7.3236 10.8007 6.6090
C 7.4511 11.4456 7.8487
C 10.5380 10.6996 18.2447
H 13.2892 8.1687 10.3133
H 8.8800 6.1082 11.1022
O 6.4160 11.6655 8.6401
H 8.5809 8.4307 8.6645
H 10.1651 11.2558 19.1768
C 10.1170 11.0461 16.9878
H 8.5984 9.5015 10.1564
H 12.6802 6.6782 18.0780
C 9.6384 11.1987 6.1616
C 12.3235 7.6987 10.3150
H 13.9037 14.3387 9.0753
C 13.8683 12.4601 10.1719
C 9.6428 13.1441 10.1205
H 5.2347 10.0139 7.9498
S 12.3301 8.8288 14.5109
H 15.8657 8.8997 19.0461
H 10.4685 11.2403 5.4323
H 13.5366 10.8705 11.6202
Se 6.2331 12.1739 12.9118
C 15.2228 8.7849 16.0358
H 11.5566 14.6912 9.0874
C 14.9127 9.3985 18.8687
C 11.9570 13.7853 9.5030
O 10.8847 10.9939 11.6666
C 9.8713 7.7903 10.2630
H 7.6697 12.6134 9.9115
Na 9.7780 10.1904 13.4705
H 9.2310 11.7109 16.8928
H 11.0539 4.8867 11.7090
N 8.6219 12.5562 9.5037
H 15.0859 9.8476 15.6898
C 11.0861 12.8703 10.1741
H 8.2406 10.2119 4.7656
H 13.1939 5.8700 11.0009
Se 6.0085 8.6723 14.0489
C 11.6502 11.7964 11.0488
Si 14.0568 8.5890 17.4675
Se 8.1697 7.9342 14.4877
H 12.0607 9.7504 19.3588
C 13.1132 11.6565 10.9690
C 11.7212 9.9390 18.3393
H 4.5652 11.0209 9.2245
H 11.2035 9.1986 9.2921
C 8.6826 11.9432 8.2432
Se 6.6900 10.8734 14.7208
C 9.7924 11.8557 7.4054
H 14.1680 6.6616 18.9271
C 13.7287 6.8642 17.9566
C 8.4117 10.6400 5.7636
H 7.8503 7.9168 10.1660
C 11.0595 5.8497 11.1612
C 11.7288 9.7125 15.8745
H 15.1272 10.4629 18.7178
C 9.8591 6.5210 10.8326
H 9.2456 13.8655 10.9513
H 14.9427 12.3071 10.0035
H 4.5657 11.5933 7.5426
C 12.2645 6.4048 10.8397
H 14.9277 8.1266 15.1862
N 10.6392 10.5077 15.9005
H 14.2225 6.1674 17.2975
C 11.1301 8.2606 9.8684
C 8.6790 8.4979 9.7768
*
```



3.
Entry from OMol25: a cluster of 2 separate species, C9H16N3 in total at a distorted geometry (the ωB97M-V functional and the def2-TZVPD basis).

Properties
Highest occupied orbital energy in hartree: -0.4516
E_tot in Eh: -516.4898
Energy above the lowest of the compared OMol25 structures with the same formula, charge and spin in kJ/mol: 357.1
M in Da: 166.25

ORCA input file:
```
! wB97M-V def2-TZVPD RIJCOSX def2/J DEFGRID3
* xyz 1 1
H 1.0393 -2.8493 -0.3788
C 2.0590 -0.9935 -0.4041
H -1.7061 1.1492 -0.3647
C 1.0134 0.7170 -1.8798
H -3.1077 0.8564 0.5017
H -1.0263 -2.0447 -1.4080
C 2.0101 0.2851 -0.9391
N -2.1280 0.8676 0.4234
H 0.6829 0.3940 2.0270
H 2.9513 0.8774 -0.8146
N 0.1167 0.9094 1.4397
H 2.1844 2.3535 -2.4292
H 2.9597 -1.3406 -0.0250
C 0.9966 -1.7924 -0.6987
N -1.8632 -0.0527 2.4483
C -1.1295 -1.3753 2.9705
C -1.2514 0.5777 1.3969
C -0.0850 -0.1163 -1.9294
H 0.7199 1.3429 0.8514
H 0.5028 2.8162 -2.6551
H -2.9090 0.0570 2.7195
H -1.9617 -1.9958 3.1894
H 1.0926 1.6348 -3.7157
H -0.7982 -2.0051 2.2885
C -0.1631 -1.3712 -1.2843
H -0.9177 0.1426 -2.4946
C 1.2077 2.0168 -2.5655
H -0.4892 -1.0607 3.7302
*
```



4.
Entry from OMol25: a cluster of 5 separate species, C35H35N2O17 in total (the ωB97M-V functional and the def2-TZVPD basis).

Properties
Highest occupied orbital energy in hartree: -0.4094
E_tot in Eh: -2743.0230
M in Da: 755.66

ORCA input file:
```
! wB97M-V def2-TZVPD RIJCOSX def2/J DEFGRID3
* xyz 1 1
H 3.6173 0.1814 -1.3412
O 3.9361 2.2013 5.5036
O 4.1698 -2.1206 9.4173
O -7.8476 0.4694 -8.3938
C 4.9320 3.9318 4.2384
C -7.3916 2.7817 -8.0732
O -3.8268 1.7991 -6.3722
H 3.7170 0.4446 4.5584
H -3.6705 1.3409 -3.7706
H 2.6389 -5.0400 2.8129
H 2.7440 -2.8187 -2.7583
O 2.3905 -3.9572 9.9260
C 0.0623 -3.2887 2.9401
H -5.4922 -0.0455 -7.2720
C 2.0850 -1.4555 6.6433
O -1.6548 -1.8209 2.2287
C 1.0221 -2.9416 0.1956
H -1.9335 2.3516 -2.2981
C 2.7408 0.3499 -1.9686
C -4.9128 2.0159 -6.8932
H -6.8068 4.8448 -7.6789
C -1.6578 1.6493 -3.0880
C -4.1276 -2.1285 -1.3654
C -0.3762 0.9023 -2.7284
C 5.5164 3.2518 1.9087
H 6.2312 5.3965 1.8151
O 5.9249 5.4432 2.7411
H -4.4301 -3.1623 -1.3980
H 3.2222 -3.6445 10.3334
N -3.8632 -0.1926 -0.0187
H 0.3582 -4.0831 8.2132
C 0.6764 1.8313 -2.1106
O 2.2259 -0.8838 -2.4354
C -5.3322 3.4583 -7.0263
H 3.0498 0.9596 -2.8223
C 1.0027 -2.4740 6.9005
C 4.4293 2.5915 4.4626
O 2.7715 -4.3624 0.8973
H 5.1090 1.1933 1.3331
C -6.4988 3.8138 -7.5787
O 1.9061 -0.7347 5.5422
C 5.4448 4.2484 3.0401
C 3.2589 -2.1724 8.6169
O -0.8556 -1.5605 -0.1880
H -1.5493 -1.2284 0.4183
C -3.3101 -0.1252 -2.3341
H -8.5962 0.9901 -8.7487
O -8.4644 2.9907 -8.5997
H -4.5259 -1.9353 0.7551
H -1.4704 2.2681 -3.9619
H 3.9805 -1.8652 -1.9320
C 1.1306 -3.3465 8.0443
C -4.2004 -1.4397 -0.1437
O 1.8793 -4.7175 3.3359
C -6.9726 1.3358 -7.9296
O 4.0411 0.3948 3.6352
C -0.6253 -2.4393 1.9976
C -3.6689 -1.4673 -2.4707
H 1.1973 2.3525 -2.9099
H -2.5826 0.1063 -4.3069
O 5.9765 3.6410 0.8509
H 3.6926 -1.6551 -3.6817
H -0.5509 0.0585 -2.0658
H 0.1619 2.5859 -1.5134
C -2.8243 0.7277 -3.4519
H -3.6874 3.8060 -6.2445
H 1.0642 -1.0378 5.1481
C -5.8013 0.9853 -7.3725
H 1.4143 -2.8495 -0.8074
H -0.3555 -3.3840 3.9329
H 4.8771 4.6392 5.0534
C 1.1821 -3.9208 2.5499
C 2.1898 -3.2112 8.8575
C 1.6622 1.0984 -1.2069
H -3.1841 1.3797 -1.0095
C 3.2255 -1.8469 -2.7163
H 0.0461 0.5071 -3.6504
C 4.5157 1.5900 3.3349
H 1.1270 0.3977 -0.5701
H 2.1602 1.8452 -0.5940
H -3.5879 -1.9418 -3.4336
H 3.9195 -0.5829 7.2776
O -4.4506 4.3282 -6.5529
C 3.1412 -1.3132 7.4514
O 0.0657 -2.5063 6.1175
C 5.0330 1.9066 2.1399
C -0.0891 -2.3241 0.5977
C 1.7459 -3.7687 1.1545
N -3.4366 0.4079 -1.1333
*
```